(1)
Density functional theory data (the ωB97M-V functional and the def2-TZVPD basis) for a cluster of 3 separate species, C2H12N2O2 in total.

Calculated values
Frontier orbital gap (alpha / beta) ... 10.752 / 4.976 eV
E_LUMO (alpha / beta) ... -3.65 / -9.42 eV
Calculated total energy ... -342.975307 Ha
Net charge ... +1
HOMO energy (alpha / beta) ... -14.40 / -14.40 eV
Multiplicity ... 2
Molar mass ... 96.130 g/mol

Geometry (Å):
C (-0.952, -0.911, 1.088)
C (0.423, -1.197, 1.530)
N (0.846, 0.073, 2.226)
N (-1.291, 0.026, -0.159)
H (-1.436, -1.893, 0.786)
H (-1.487, -0.386, 1.905)
H (0.648, -2.049, 2.226)
H (1.041, -1.274, 0.593)
H (0.712, 0.748, 1.427)
H (0.233, 0.325, 2.973)
H (-0.738, 0.005, -0.964)
H (-1.417, 0.906, 0.328)
H (-1.906, 2.934, -2.890)
H (-2.582, 2.666, -4.125)
O (-1.891, 2.368, -3.626)
H (3.008, -0.822, -0.358)
H (3.180, -0.584, -1.888)
O (3.608, -0.934, -1.072)

Here are the Mulliken charges for atoms 1 to 5, given in e:
1. C -0.69
2. C -0.02
3. N -0.35
4. N -0.33
5. H 0.31


(2)
Density functional theory data (the ωB97M-V functional and the def2-TZVPD basis) for a cluster of 3 separate species, C15H16BBr2F17O3 in total.

Calculated values
Frontier orbital gap ... 9.033 eV
E_LUMO ... -1.10 eV
SMILES ... C[C@@H](Br)[C@H](Br)B(F)CC=O.FC(F)C(F)(F)COC(F)(F)C(F)F.FC(F)C(F)(F)COC(F)(F)C(F)F
Calculated total energy ... -7677.416277 Ha
HOMO energy ... -10.13 eV
Molar mass ... 737.876 g/mol

Geometry (Å):
C (-1.228, -4.416, 3.564)
C (-0.805, -4.513, 1.949)
Br (-0.060, -6.365, 1.528)
C (-2.235, -4.237, 1.130)
Br (-2.323, -5.319, -0.596)
B (-2.443, -2.636, 0.738)
F (-3.643, -2.309, -0.088)
C (-1.471, -1.399, 1.220)
C (-0.204, -1.199, 0.153)
O (1.002, -0.830, 0.618)
H (-1.994, -5.265, 3.813)
H (-0.247, -4.429, 4.202)
H (-1.714, -3.331, 3.679)
H (0.029, -3.709, 1.667)
H (-3.172, -4.524, 1.811)
H (-0.973, -1.672, 2.260)
H (-2.097, -0.391, 1.330)
H (-0.307, -1.323, -1.015)
C (-2.392, 0.543, -2.715)
C (-3.149, 1.831, -3.072)
C (-4.270, 1.655, -4.089)
F (-3.817, 1.206, -5.282)
F (-4.882, 2.844, -4.339)
F (-2.258, 2.776, -3.476)
F (-3.697, 2.313, -1.912)
O (-1.152, 0.335, -3.397)
C (-1.256, -0.278, -4.681)
C (-0.769, 0.633, -5.813)
F (-1.484, 1.785, -5.871)
F (-0.910, 0.029, -7.024)
F (-2.524, -0.718, -4.866)
F (-0.479, -1.393, -4.621)
H (-2.107, 0.634, -1.659)
H (-3.034, -0.345, -2.748)
H (-5.034, 0.962, -3.723)
H (0.283, 0.896, -5.680)
C (3.022, 1.072, 2.262)
C (2.430, 1.797, 3.481)
C (1.974, 3.227, 3.217)
F (2.992, 4.028, 2.828)
F (1.463, 3.784, 4.348)
F (3.318, 1.742, 4.509)
F (1.342, 1.072, 3.893)
O (4.449, 1.050, 2.178)
C (5.043, 2.199, 1.577)
C (5.944, 2.976, 2.544)
F (5.252, 3.415, 3.626)
F (6.469, 4.080, 1.947)
F (4.074, 2.968, 1.025)
F (5.784, 1.729, 0.536)
H (2.741, 0.016, 2.363)
H (2.558, 1.387, 1.319)
H (1.192, 3.261, 2.452)
H (6.767, 2.353, 2.900)

Here are the Mulliken charges for atoms 1 to 5, given in e:
1. C -0.93
2. C -0.05
3. Br -0.12
4. C -0.35
5. Br -0.13


(3)
Density functional theory data (the ωB97M-V functional and the def2-TZVPD basis) for a structure of composition C19H42NO2P3Pr.

Calculated values
Frontier orbital gap (alpha / beta) ... 5.038 / 3.706 eV
E_LUMO (alpha / beta) ... -10.45 / -11.77 eV
Calculated total energy ... -2494.114158 Ha
Net charge ... +3
HOMO energy (alpha / beta) ... -15.49 / -15.48 eV
Multiplicity ... 3
Molar mass ... 550.380 g/mol

Geometry (Å):
Pr (-0.021, -0.728, 0.802)
P (-0.955, -2.479, 1.844)
P (1.193, -1.950, -0.755)
P (-1.534, 0.846, 1.616)
H (0.084, 4.660, -7.346)
C (0.008, 5.500, -6.661)
C (1.086, 6.130, -6.202)
H (2.090, 5.832, -6.494)
C (-2.494, -3.133, 1.061)
C (-0.036, -4.073, 2.054)
C (-1.527, -2.335, 3.601)
C (2.195, -0.920, -1.900)
C (2.474, -3.225, -0.348)
C (0.172, -2.888, -1.970)
C (-1.250, 2.576, 1.052)
C (-1.869, 1.142, 3.411)
C (-3.258, 0.599, 1.025)
H (-0.996, 5.798, -6.369)
H (1.010, 6.970, -5.517)
H (-2.866, -4.031, 1.567)
H (-2.281, -3.358, 0.013)
H (-3.269, -2.362, 1.084)
H (-0.626, -4.787, 2.639)
H (0.905, -3.882, 2.577)
H (0.192, -4.518, 1.083)
H (-2.564, -2.674, 3.706)
H (-1.454, -1.303, 3.947)
H (-0.891, -2.954, 4.240)
H (2.880, -1.557, -2.470)
H (2.759, -0.180, -1.328)
H (1.536, -0.381, -2.583)
H (2.426, -4.051, -1.066)
H (2.343, -3.622, 0.660)
H (3.465, -2.767, -0.416)
H (0.777, -3.254, -2.807)
H (-0.605, -2.216, -2.343)
H (-0.320, -3.735, -1.484)
H (-1.840, 3.270, 1.661)
H (-1.543, 2.665, 0.004)
H (-0.192, 2.835, 1.128)
H (-2.252, 2.158, 3.557)
H (-0.954, 1.021, 3.996)
H (-2.616, 0.434, 3.778)
H (-3.853, 1.511, 1.141)
H (-3.722, -0.218, 1.584)
H (-3.218, 0.315, -0.030)
C (0.330, 1.640, -1.257)
C (-0.648, 1.133, -2.146)
C (-1.051, 1.860, -3.265)
C (-0.507, 3.114, -3.548)
C (0.462, 3.630, -2.680)
C (0.874, 2.916, -1.560)
O (0.777, 1.010, -0.183)
H (-1.197, -0.947, -0.323)
H (-1.083, 0.163, -1.921)
H (-1.805, 1.436, -3.926)
H (-0.828, 3.676, -4.420)
H (0.901, 4.606, -2.878)
H (1.631, 3.319, -0.892)
C (2.342, -2.003, 3.586)
C (2.346, -0.566, 3.209)
N (3.183, 0.284, 3.853)
O (1.618, -0.112, 2.333)
H (3.071, -2.212, 4.397)
H (2.642, -2.600, 2.706)
H (1.339, -2.266, 3.967)
H (3.200, 1.285, 3.607)
H (3.814, -0.048, 4.598)

Here are the Mulliken charges for atoms 1 to 5, given in e:
1. Pr -0.84
2. P 1.24
3. P 1.59
4. P 1.49
5. H 0.28


(4)
Density functional theory data (the ωB97M-V functional and the def2-TZVPD basis) for a structure of composition C21H14GaN2O8S.

Calculated values
Frontier orbital gap ... 5.961 eV
E_LUMO ... 1.03 eV
Calculated total energy ... -3843.191324 Ha
Net charge ... -1
HOMO energy ... -4.93 eV
Molar mass ... 524.139 g/mol

Geometry (Å):
Ga (1.351, -0.504, -0.318)
O (6.862, -0.315, -2.717)
C (5.612, -0.332, -2.216)
C (4.871, 0.842, -2.032)
C (3.600, 0.706, -1.524)
N (3.093, -0.492, -1.279)
C (3.834, -1.593, -1.282)
C (5.112, -1.568, -1.788)
C (3.194, -2.690, -0.422)
O (3.676, -3.800, -0.404)
O (2.202, -2.231, 0.269)
C (2.721, 1.806, -0.937)
O (2.961, 2.969, -1.134)
O (1.781, 1.322, -0.164)
H (7.123, 0.589, -2.928)
H (5.279, 1.828, -2.209)
H (5.725, -2.456, -1.783)
N (-0.991, 1.527, -0.932)
C (-1.183, 2.139, 0.336)
C (-0.595, 3.365, 0.637)
C (-0.745, 3.912, 1.899)
C (-1.475, 3.255, 2.881)
C (-2.049, 2.032, 2.582)
C (-1.902, 1.470, 1.319)
S (-1.695, 4.012, 4.494)
O (-0.348, 4.411, 4.884)
O (-2.274, 2.953, 5.310)
O (-2.590, 5.133, 4.242)
H (-1.798, 0.982, -1.201)
H (-0.785, 2.202, -1.656)
H (0.000, 3.873, -0.113)
H (-0.282, 4.860, 2.141)
H (-2.607, 1.524, 3.357)
H (-2.347, 0.507, 1.093)
C (-0.323, -1.347, -0.505)
C (-1.352, -1.974, -0.574)
C (-2.579, -2.712, -0.623)
C (-2.877, -3.638, 0.377)
C (-4.069, -4.342, 0.338)
C (-4.969, -4.135, -0.698)
C (-4.676, -3.217, -1.697)
C (-3.489, -2.506, -1.661)
H (-2.169, -3.793, 1.179)
H (-4.295, -5.054, 1.120)
H (-5.901, -4.685, -0.724)
H (-5.377, -3.051, -2.505)
H (-3.256, -1.785, -2.433)

Here are the Mulliken charges for atoms 1 to 5, given in e:
1. Ga 0.55
2. O -0.51
3. C 1.22
4. C -0.61
5. C -0.15


(5)
Density functional theory data (the ωB97M-V functional and the def2-TZVPD basis) for a cluster of 3 separate species, CH10N2O2 in total.

Calculated values
Frontier orbital gap ... 9.830 eV
E_LUMO ... 0.57 eV
SMILES ... NCN.O.O
Calculated total energy ... -304.061476 Ha
HOMO energy ... -9.26 eV
Molar mass ... 82.103 g/mol

Geometry (Å):
N (-0.358, 0.442, -0.909)
C (0.502, -0.715, -0.602)
N (1.607, -0.374, 0.244)
H (-1.272, 0.425, -0.492)
H (0.132, 1.210, -0.435)
H (0.801, -1.113, -1.579)
H (-0.092, -1.556, -0.234)
H (2.450, -0.913, 0.114)
H (1.308, -0.210, 1.196)
H (-2.070, 3.641, -2.179)
H (-1.171, 2.411, -2.357)
O (-1.918, 2.866, -2.750)
H (0.321, -1.914, 2.589)
H (-0.445, -2.431, 3.839)
O (0.206, -1.772, 3.554)

Here are the Mulliken charges for atoms 1 to 5, given in e:
1. N -0.55
2. C -0.25
3. N -0.58
4. H 0.21
5. H 0.28


(6)
Density functional theory data (the ωB97M-V functional and the def2-TZVPD basis) for an isolated molecule of C3H7N3O.

Calculated values
Frontier orbital gap ... 9.833 eV
E_LUMO ... 0.83 eV
SMILES ... [H]/N=C/NC(=O)NC
Calculated total energy ... -357.979249 Ha
HOMO energy ... -9.00 eV
Molar mass ... 101.109 g/mol

Geometry (Å):
C (-1.212, -0.486, -1.241)
N (-0.062, -0.598, -0.395)
C (1.157, 0.085, -0.747)
O (1.766, 0.001, -1.787)
N (1.339, 0.813, 0.379)
C (0.182, 0.567, 1.255)
N (0.276, -0.167, 2.289)
H (-1.416, 0.580, -1.407)
H (-2.071, -0.916, -0.717)
H (-1.043, -0.983, -2.194)
H (0.101, -1.484, 0.065)
H (2.160, 1.372, 0.588)
H (-0.661, 1.225, 1.008)
H (-0.516, -0.010, 2.904)

Here are the Mulliken charges for atoms 1 to 5, given in e:
1. C -0.85
2. N -0.23
3. C 0.23
4. O -0.58
5. N -0.12